Record 1
{
  "formula": "CH3GaNO",
  "method": "wB97M-V/def2-TZVPD",
  "elements": ["N", "C", "O", "Ga", "H", "H", "H"],
  "xyz": [[2.693, -0.303, -0.289], [1.731, 0.204, 0.137], [0.717, 0.631, 0.751], [-0.977, -0.015, -0.026], [-1.585, -1.046, 1.039], [-0.668, -0.734, -1.418], [-1.919, 1.272, -0.219]],
  "atomic_forces_ev_per_a": [[-0.15, 0.50, -0.25], [0.36, -0.70, 0.82], [0.14, 0.16, -0.66], [-0.95, -0.20, -0.23], [0.15, 0.08, 0.11], [0.23, 0.12, 0.10], [0.21, 0.04, 0.12]],
  "lowdin_charge": [0.049, -0.626, -0.242, 0.259, -0.153, -0.131, -0.156],
  "orbital_gap_ev": 9.36,
  "total_charge": -1,
  "e_above_lowest_kcal_mol": 0.00,
  "energy_ev": -57000.05884,
  "lumo_ev": 4.0,
  "homo_energy_ev": -5.317
}

***

Record 2
{
  "formula": "CH3Hg2O",
  "method": "wB97M-V/def2-TZVPD",
  "elements": ["Hg", "Hg", "C", "O", "H", "H", "H"],
  "xyz": [[0.662, 2.081, 1.616], [0.826, -1.724, 1.944], [-0.295, -0.093, -0.737], [0.340, 0.054, 0.489], [-1.092, 0.633, -0.898], [0.324, 0.122, -1.608], [-0.766, -1.074, -0.805]],
  "atomic_forces_ev_per_a": [[-0.45, -0.40, -1.13], [-0.46, 0.25, -1.21], [-1.64, 0.32, -2.38], [2.26, 0.40, 3.82], [-0.61, -0.03, 0.61], [1.01, -0.43, 0.31], [-0.10, -0.11, -0.02]],
  "lowdin_charge": [1.611, 1.636, -0.147, -0.492, 0.128, 0.132, 0.132],
  "orbital_gap_ev": 5.38,
  "total_charge": 3,
  "energy_ev": -11439.72776,
  "lumo_ev": -19.3,
  "homo_energy_ev": -24.634
}

***

Record 3
{
  "formula": "CH3I2N",
  "method": "wB97M-V/def2-TZVPD",
  "elements": ["C", "N", "I", "I", "H", "H", "H"],
  "xyz": [[-0.251, 0.902, -0.253], [0.889, -0.904, -0.288], [-2.062, 0.432, 0.663], [1.127, -1.551, 1.584], [-0.292, 1.100, -1.309], [0.399, 1.508, 0.352], [0.189, -1.486, -0.749]],
  "atomic_forces_ev_per_a": [[1.40, -3.48, 0.38], [-1.36, 3.39, -0.90], [0.24, 0.25, -0.21], [-0.12, -0.23, 0.55], [-0.08, 0.04, -0.16], [0.12, 0.09, 0.06], [-0.18, -0.06, 0.27]],
  "lowdin_charge": [-0.604, -0.642, 0.719, 0.627, -0.009, -0.016, -0.075],
  "orbital_gap_ev": [8.30, 8.30],
  "e_above_lowest_kcal_mol": 45.96,
  "energy_ev": -18773.86699,
  "lumo_ev": [-0.4, -0.4],
  "homo_energy_ev": [-8.652, -8.650]
}